No. 1
{
  "formula": "C30H43F5P2Rh",
  "method": "wB97M-V/def2-TZVPD",
  "species": ["Rh", "C", "C", "C", "C", "C", "C", "H", "H", "H", "C", "H", "H", "H", "C", "H", "H", "H", "C", "H", "H", "H", "C", "H", "H", "H", "C", "C", "C", "C", "C", "C", "C", "C", "H", "H", "H", "H", "H", "H", "H", "H", "H", "H", "H", "H", "P", "P", "C", "C", "H", "H", "H", "H", "C", "H", "H", "H", "C", "H", "H", "H", "C", "H", "H", "H", "C", "H", "H", "H", "F", "C", "C", "C", "F", "C", "F", "C", "F", "C", "F"],
  "coordinates": [[1.00778, -1.02848, 1.47851], [1.27452, -0.17863, 3.52606], [0.10249, -1.03349, 3.46831], [1.98059, -2.33133, 2.96233], [2.41605, -0.96200, 3.19557], [0.56197, -2.36929, 3.16105], [1.29377, 1.25060, 3.97773], [0.30124, 1.70374, 3.91461], [1.98397, 1.85308, 3.38102], [1.61531, 1.31481, 5.02608], [3.83750, -0.49814, 3.13510], [3.89464, 0.58534, 3.00152], [4.35867, -0.96826, 2.29576], [4.36689, -0.75503, 4.06245], [2.88960, -3.48071, 2.65446], [3.37357, -3.86213, 3.56424], [3.67147, -3.17177, 1.95353], [2.33744, -4.30693, 2.19739], [-0.28414, -3.60592, 3.19309], [-0.19031, -4.10076, 4.16905], [0.01976, -4.32578, 2.42805], [-1.34119, -3.37097, 3.04554], [-1.28192, -0.66177, 3.90781], [-1.45864, -0.94883, 4.95455], [-2.03840, -1.15860, 3.29340], [-1.44623, 0.41643, 3.82928], [-2.38695, 3.95926, -3.11759], [-3.02605, 4.33650, -2.00387], [-4.47078, 4.17459, -1.61004], [-5.30482, 3.13143, -2.38599], [-4.74818, 1.73190, -2.28067], [-3.78470, 1.15539, -3.00908], [-2.96994, 1.70380, -4.15090], [-2.93557, 3.23828, -4.32533], [-4.97269, 5.15257, -1.67980], [-5.41612, 3.44033, -3.42679], [-4.49488, 3.91257, -0.54282], [-3.92698, 3.60656, -4.59499], [-1.31802, 4.17032, -3.15809], [-2.42325, 4.84248, -1.24849], [-2.28861, 3.45715, -5.18317], [-1.93833, 1.34712, -4.02195], [-3.53367, 0.12594, -2.75047], [-3.31886, 1.24802, -5.09108], [-6.31522, 3.13565, -1.96008], [-5.17770, 1.12842, -1.48053], [0.27315, 0.80993, 0.36613], [-0.11595, -2.12103, -0.15323], [-0.57569, 0.36063, -1.24257], [-0.16761, -1.05385, -1.66711], [-0.34850, 1.10273, -2.01573], [-1.65524, 0.40355, -1.05360], [-0.84127, -1.46706, -2.42689], [0.85496, -1.05561, -2.05750], [0.57623, -3.69937, -0.78593], [0.52925, -4.49516, -0.03424], [1.61916, -3.54631, -1.07983], [-0.00187, -3.97884, -1.67040], [-1.89440, -2.55816, 0.07313], [-2.37961, -2.75951, -0.88860], [-2.41032, -1.73470, 0.57482], [-1.97853, -3.44697, 0.70352], [1.53628, 2.04047, -0.16066], [2.12399, 2.40844, 0.68792], [1.01904, 2.86439, -0.65820], [2.20471, 1.56914, -0.88771], [-0.99703, 1.92161, 1.10893], [-1.80394, 1.31945, 1.53545], [-1.41106, 2.59821, 0.35281], [-0.54979, 2.52106, 1.90602], [4.84575, -2.21566, 0.78118], [4.25731, -1.59935, -0.20532], [2.88419, -0.97926, -0.32107], [2.93437, -0.34946, -1.74457], [2.03188, 0.41908, -2.45163], [4.00051, -0.42358, -2.65959], [3.90530, 0.16909, -3.88348], [5.14537, -1.05877, -2.38863], [6.15265, -1.10662, -3.29771], [5.27468, -1.62450, -1.18274], [6.46699, -2.23747, -0.92774]],
  "forces_ev_per_a": [[1.636, 0.729, -3.524], [-0.568, -0.220, 1.212], [0.718, -0.246, 1.126], [0.228, 0.362, 1.743], [0.080, -0.963, 0.644], [-0.030, -0.252, 1.184], [0.000, -0.071, 0.011], [0.144, -0.051, 0.003], [-0.040, 0.017, 0.048], [-0.039, 0.022, -0.206], [-0.031, 0.061, -0.029], [0.014, -0.084, 0.062], [-0.069, 0.258, 0.564], [-0.028, 0.057, -0.201], [-0.108, 0.009, -0.156], [-0.092, 0.082, -0.168], [-0.384, -0.375, 0.547], [0.049, 0.035, 0.089], [0.043, 0.037, 0.064], [-0.038, 0.047, -0.194], [-0.044, 0.015, 0.049], [0.113, -0.030, 0.005], [-0.028, -0.006, -0.047], [0.061, 0.051, -0.235], [0.033, 0.042, 0.090], [0.003, -0.146, 0.016], [-0.129, 0.005, 0.351], [0.215, -0.149, -0.254], [-0.150, -0.064, -0.064], [0.052, 0.140, 0.018], [0.323, -0.149, -0.119], [-0.238, 0.189, 0.253], [-0.036, 0.157, -0.115], [-0.053, -0.138, -0.022], [0.110, -0.180, 0.014], [-0.032, -0.068, 0.175], [0.003, 0.039, -0.133], [0.193, -0.040, 0.010], [-0.114, 0.030, 0.008], [-0.054, -0.022, -0.112], [-0.111, -0.023, 0.127], [-0.086, 0.031, -0.022], [-0.077, 0.060, -0.029], [0.064, 0.073, 0.177], [0.162, -0.007, -0.079], [0.041, 0.039, -0.119], [-1.335, 2.275, -0.677], [-1.724, -1.391, -1.311], [0.191, -0.107, 0.277], [0.014, -0.276, 0.350], [-0.085, -0.068, 0.159], [0.133, 0.029, -0.024], [0.112, 0.005, 0.115], [-0.825, -0.333, -0.004], [-0.108, 0.207, -0.230], [-0.045, 0.217, -0.138], [-0.109, -0.054, 0.058], [0.105, -0.250, 0.019], [0.173, 0.044, -0.115], [0.045, 0.011, 0.137], [0.021, -0.070, -0.078], [0.035, 0.106, -0.039], [0.041, -0.113, -0.152], [-0.219, -0.071, -0.118], [0.120, 0.101, 0.065], [-0.233, 0.638, 0.666], [0.119, -0.011, -0.155], [0.068, 0.059, -0.064], [0.025, -0.081, 0.067], [-0.019, -0.096, -0.060], [-1.298, -0.127, 1.551], [-1.882, 1.249, -1.144], [2.755, 0.901, -3.975], [-0.200, -1.086, 2.681], [-0.006, -0.784, 1.707], [-1.107, 1.765, -2.797], [0.070, -1.061, 2.220], [3.620, -0.906, -1.562], [-1.222, 0.076, 1.031], [3.014, -0.988, -1.084], [-1.949, 0.886, -0.141]],
  "mulliken_charge": [-1.121, 1.029, 0.662, 0.407, 0.729, 0.652, -1.614, 0.319, 0.361, 0.370, -1.272, 0.334, 0.089, 0.347, -1.145, 0.349, 0.015, 0.319, -1.532, 0.374, 0.345, 0.330, -1.826, 0.262, 0.396, 0.374, -0.261, -0.460, -0.573, -0.962, -0.182, -0.478, -0.341, -0.956, 0.356, 0.338, 0.285, 0.340, 0.370, 0.453, 0.420, 0.092, 0.441, 0.406, 0.396, 0.349, 1.891, 1.228, -1.416, -0.950, 0.562, 0.319, 0.757, 0.136, -1.409, 0.332, 0.300, 0.480, -1.480, 0.463, 0.319, 0.396, -1.523, 0.338, 0.460, 0.332, -1.381, 0.358, 0.350, 0.426, -0.404, -0.106, 0.223, -0.023, -0.287, 0.207, -0.213, 0.797, -0.256, 0.424, -0.237],
  "charge": 1,
  "homo_lumo_gap_ev": [4.383, 3.644],
  "max_force_ha_per_bohr": 0.096,
  "e_lumo_ev": [-3.202, -7.448],
  "spin_multiplicity": 5
}



No. 2
{
  "formula": "C30H43N4O5PbSSi",
  "method": "wB97M-V/def2-TZVPD",
  "species": ["Pb", "O", "C", "N", "C", "O", "C", "C", "C", "C", "C", "N", "C", "C", "C", "C", "C", "N", "H", "H", "H", "H", "H", "H", "H", "H", "C", "C", "C", "C", "O", "Si", "S", "O", "C", "C", "C", "C", "O", "C", "C", "C", "C", "H", "H", "H", "H", "H", "H", "H", "H", "H", "H", "H", "H", "H", "H", "H", "H", "H", "H", "H", "H", "H", "H", "H", "H", "H", "H", "H", "C", "C", "C", "C", "C", "C", "N", "H", "H", "H", "H", "H", "H", "H", "H"],
  "coordinates": [[-10.67624, -4.22754, 10.69844], [-11.63949, -2.81189, 14.69308], [-11.02885, -3.17952, 13.69451], [-11.30956, -2.73316, 12.39810], [-12.02532, -1.54710, 12.21689], [-12.31092, -0.78530, 13.14978], [-12.41624, -1.30076, 10.80886], [-13.10925, -0.06963, 10.60227], [-13.31457, 0.35985, 9.31553], [-12.98308, -0.52157, 8.26589], [-12.29601, -1.65941, 8.57440], [-12.00992, -2.09944, 9.81394], [-9.85411, -4.16814, 13.81616], [-9.42649, -4.49418, 15.13006], [-8.33787, -5.31684, 15.30120], [-7.78555, -5.93889, 14.13131], [-8.18013, -5.50786, 12.90118], [-9.11892, -4.55464, 12.75096], [-13.37769, 0.57208, 11.44714], [-13.71991, 1.34219, 9.11885], [-13.12466, -0.33392, 7.20066], [-11.90720, -2.31283, 7.77977], [-10.04027, -4.15840, 15.99170], [-7.89973, -5.56441, 16.26479], [-7.11850, -6.76499, 14.25496], [-7.67093, -5.90938, 11.95322], [-16.32665, -6.24264, 13.02276], [-15.30162, -5.20693, 12.90990], [-15.92087, -3.84213, 12.62046], [-14.48505, -5.04830, 14.22445], [-14.36282, -5.54738, 11.83884], [-13.59924, -6.99024, 11.48893], [-11.72664, -6.67085, 10.53642], [-13.25494, -7.75948, 12.90825], [-12.20456, -8.72456, 13.36779], [-12.39209, -9.92483, 12.42792], [-10.84434, -8.11035, 13.38897], [-12.69170, -8.96520, 14.79731], [-14.51225, -7.91473, 10.53314], [-14.76173, -7.92213, 9.06074], [-13.64845, -8.51422, 8.21485], [-15.99873, -8.83503, 8.92006], [-15.00352, -6.44250, 8.62900], [-16.88850, -6.03716, 13.97054], [-15.93747, -7.27764, 13.12814], [-17.02745, -6.24940, 12.21812], [-16.56811, -3.53212, 13.44193], [-16.50974, -3.88619, 11.73764], [-15.14893, -3.07685, 12.48787], [-15.05315, -4.58669, 15.02706], [-13.61301, -4.41348, 14.08275], [-14.13742, -6.09262, 14.45256], [-12.19476, -9.63254, 11.35337], [-13.41545, -10.35806, 12.51748], [-11.71997, -10.77237, 12.64748], [-10.44165, -7.99368, 12.39548], [-10.15775, -8.66128, 14.03197], [-10.91352, -7.11086, 13.83662], [-13.61740, -9.53137, 14.73387], [-12.83300, -8.07640, 15.40471], [-12.02249, -9.62186, 15.34212], [-13.57208, -9.57775, 8.45517], [-12.66882, -8.05991, 8.40185], [-13.85649, -8.45160, 7.17081], [-15.76284, -9.85394, 9.36858], [-16.30463, -8.92513, 7.88157], [-16.79769, -8.43247, 9.50157], [-14.06169, -5.87790, 8.56394], [-15.60262, -5.91194, 9.40121], [-15.58277, -6.40657, 7.68462], [-7.75820, -1.77745, 9.60777], [-7.64698, -3.22163, 9.25340], [-6.47602, -4.04559, 9.41181], [-6.79619, -5.29211, 8.83361], [-8.11383, -5.18147, 8.26364], [-8.81806, -6.19858, 7.36016], [-8.62151, -3.96141, 8.58615], [-7.02964, -1.11531, 9.11060], [-7.64318, -1.60034, 10.72235], [-8.75289, -1.37284, 9.31800], [-5.60063, -3.81060, 9.97295], [-6.14612, -6.14565, 8.73495], [-8.11954, -6.97598, 6.93761], [-9.29510, -5.69476, 6.52806], [-9.56206, -6.69735, 8.04030]],
  "forces_ev_per_a": [[-0.273, 1.073, 0.423], [1.281, -1.104, -1.196], [-0.957, 1.053, 0.459], [0.570, -0.856, -0.018], [-0.073, -0.460, 2.879], [0.404, -0.988, -2.390], [-0.740, 1.745, -0.342], [0.768, -0.529, 0.208], [-0.272, -0.656, -0.898], [0.271, 0.832, 0.083], [0.563, -1.849, -0.465], [-0.187, 0.973, 0.539], [1.244, 0.239, 0.776], [-1.123, 0.198, 0.151], [0.548, -0.991, -1.552], [-0.601, 0.680, 1.852], [0.637, -0.131, -1.735], [-1.566, -0.164, -0.092], [0.262, -0.535, -0.201], [-0.186, -0.054, -0.048], [-0.122, 0.337, 0.445], [-0.349, 0.331, 0.252], [0.624, 0.044, -0.799], [-0.396, 0.055, -0.057], [0.591, -0.105, -0.113], [-0.978, 0.706, 1.461], [-1.133, -1.546, 1.906], [1.792, 1.610, 0.720], [0.628, -0.021, 0.098], [0.357, -1.622, -0.674], [0.760, -0.611, -0.457], [-1.307, 0.755, 2.072], [0.665, 0.380, -0.794], [0.600, 0.428, -0.804], [-2.281, 0.253, 0.019], [0.248, -0.649, -0.353], [0.400, 0.765, 0.163], [0.024, -1.278, -0.173], [0.648, -0.548, -1.431], [-0.793, 0.839, 0.237], [0.825, -0.675, 1.541], [1.105, -0.630, 0.645], [-0.874, -0.224, 0.590], [0.214, -0.245, -0.780], [0.066, 0.631, -0.036], [-0.482, 0.119, -0.715], [0.075, -0.116, 0.027], [-0.595, 0.037, -0.935], [-0.030, -0.142, 0.073], [-0.267, -0.316, 0.074], [0.049, 0.026, -0.253], [-0.211, 1.105, 0.383], [-0.283, -0.209, 1.105], [0.606, 0.648, -0.166], [0.030, 0.452, 0.075], [0.349, -0.113, -0.189], [-0.057, -0.298, -0.184], [-0.067, -0.032, -0.078], [-0.331, 0.245, 0.129], [0.019, 0.277, -0.333], [0.410, -0.115, 0.052], [0.165, -0.015, -0.034], [-0.238, 0.059, -0.050], [-0.394, 0.270, -0.736], [-0.194, 1.212, -0.749], [0.022, -0.106, -0.074], [-0.713, 0.343, 0.324], [-0.176, -0.321, -0.270], [0.197, -0.446, -0.451], [0.570, 0.033, 0.361], [-1.105, 0.593, 0.821], [0.000, -1.262, -0.891], [-1.146, -2.227, -0.613], [0.945, 1.653, 0.568], [0.265, 0.597, -0.065], [0.687, -0.178, 1.390], [-0.473, 0.761, 0.226], [0.031, -0.614, 0.108], [-0.004, -0.333, -1.155], [0.502, -0.395, 0.203], [0.487, 0.239, 0.027], [0.066, -0.046, 0.037], [-0.612, 0.875, 0.717], [-0.323, 0.080, 0.073], [0.340, 0.204, -0.946]],
  "mulliken_charge": [1.311, -0.614, 0.073, 0.063, 0.112, -0.627, 0.389, -0.595, -0.393, -0.632, -0.603, 0.439, 0.398, -0.429, -0.505, -0.661, -0.089, 0.044, 0.478, 0.447, 0.396, 0.399, 0.453, 0.439, 0.502, 0.205, -1.657, 1.814, -1.768, -1.321, 0.204, -0.543, -0.255, 0.511, 1.741, -1.298, -1.503, -1.794, -0.616, 1.538, -1.329, -1.662, -1.233, 0.440, 0.147, 0.398, 0.411, 0.455, 0.227, 0.555, 0.180, 0.108, 0.131, 0.327, 0.451, 0.280, 0.532, 0.198, 0.409, 0.348, 0.467, 0.358, 0.083, 0.485, 0.316, 0.419, 0.411, 0.159, 0.180, 0.498, -1.021, 0.786, -0.760, -0.625, 0.537, -0.848, -0.405, 0.398, 0.285, 0.153, 0.493, 0.470, 0.361, 0.322, 0.048],
  "charge": 1,
  "homo_lumo_gap_ev": [5.538, 6.870],
  "max_force_ha_per_bohr": 0.057,
  "e_lumo_ev": [-6.254, -4.862]
}



Electronic energy values, unit eV, following the record order: -66966.5583 -71963.4696.